{"formula": "C38H43F15O10", "method": "ωB97M-V/def2-TZVPD", "energy_ev": -101341.54799, "molar_mass_g_mol": 944.7, "charge": 0, "lumo_ev": 0.4, "homo_ev": -9.19, "relative_energy_kcal_mol": 0.0, "orbital_gap_ha": 0.3525, "smiles": "CCOC(=O)C(F)(F)F.CCOC(=O)C(F)(F)F.CCOC(=O)C(F)(F)F.CCOC(=O)C(F)(F)F.CCOC(=O)C(F)(F)F.c1ccccc1.c1ccccc1.c1ccccc1", "species": ["C", "C", "C", "C", "C", "C", "H", "H", "H", "H", "H", "H", "C", "C", "C", "C", "C", "C", "H", "H", "H", "H", "H", "H", "C", "C", "C", "C", "C", "C", "H", "H", "H", "H", "H", "H", "C", "C", "O", "C", "O", "C", "F", "F", "F", "H", "H", "H", "H", "H", "C", "C", "O", "C", "O", "C", "F", "F", "F", "H", "H", "H", "H", "H", "C", "C", "O", "C", "O", "C", "F", "F", "F", "H", "H", "H", "H", "H", "C", "C", "O", "C", "O", "C", "F", "F", "F", "H", "H", "H", "H", "H", "C", "C", "O", "C", "O", "C", "F", "F", "F", "H", "H", "H", "H", "H"], "xyz": [[0.806, 4.927, 1.937], [1.804, 4.028, 1.608], [1.901, 3.516, 0.317], [1.016, 3.966, -0.674], [0.010, 4.860, -0.350], [-0.101, 5.311, 0.967], [0.614, 5.174, 2.973], [2.421, 3.571, 2.373], [2.651, 2.774, 0.088], [1.054, 3.482, -1.642], [-0.616, 5.242, -1.145], [-0.925, 5.986, 1.168], [6.341, -1.580, -1.049], [4.987, -1.597, -1.383], [4.224, -0.443, -1.213], [4.816, 0.720, -0.736], [6.170, 0.729, -0.447], [6.926, -0.441, -0.520], [6.883, -2.515, -1.114], [4.446, -2.516, -1.563], [3.155, -0.445, -1.391], [4.240, 1.623, -0.590], [6.654, 1.654, -0.157], [7.946, -0.488, -0.165], [-0.457, -4.468, 4.299], [-0.953, -5.753, 4.516], [-1.783, -6.347, 3.584], [-2.158, -5.621, 2.453], [-1.636, -4.361, 2.184], [-0.768, -3.808, 3.124], [0.283, -4.048, 4.964], [-0.609, -6.303, 5.384], [-2.062, -7.386, 3.699], [-2.787, -6.120, 1.723], [-1.976, -3.909, 1.264], [-0.223, -2.914, 2.839], [4.836, -1.404, 9.835], [3.827, -2.359, 9.279], [2.885, -1.594, 8.507], [2.561, -1.994, 7.292], [2.990, -2.960, 6.748], [1.458, -1.149, 6.645], [1.970, -0.449, 5.620], [0.528, -1.950, 6.138], [0.894, -0.306, 7.496], [5.538, -1.121, 9.047], [5.473, -1.904, 10.569], [4.346, -0.559, 10.310], [3.263, -2.823, 10.093], [4.247, -3.221, 8.764], [0.144, -3.173, -5.290], [0.713, -2.662, -6.593], [1.344, -1.412, -6.336], [1.936, -0.845, -7.373], [1.811, -1.175, -8.506], [2.949, 0.220, -6.909], [3.295, 0.093, -5.643], [4.047, 0.143, -7.644], [2.428, 1.436, -7.080], [0.935, -3.366, -4.563], [-0.438, -4.094, -5.322], [-0.533, -2.456, -4.825], [-0.054, -2.630, -7.371], [1.398, -3.376, -7.059], [1.532, -0.338, 1.900], [0.376, 0.544, 1.454], [0.301, 0.516, 0.020], [-0.196, -0.548, -0.562], [-0.685, -1.485, -0.011], [-0.190, -0.417, -2.084], [0.597, 0.556, -2.545], [0.237, -1.556, -2.621], [-1.419, -0.157, -2.513], [1.660, -0.261, 2.981], [2.482, -0.064, 1.433], [1.437, -1.392, 1.638], [0.482, 1.578, 1.767], [-0.554, 0.152, 1.870], [-2.877, 2.363, 0.074], [-3.937, 3.223, 0.722], [-5.102, 3.195, -0.095], [-6.091, 4.004, 0.218], [-6.092, 4.711, 1.174], [-7.306, 3.851, -0.708], [-8.095, 4.911, -0.590], [-6.910, 3.742, -1.991], [-7.984, 2.740, -0.392], [-1.936, 2.358, 0.623], [-2.642, 2.726, -0.931], [-3.170, 1.323, -0.080], [-3.663, 4.261, 0.914], [-4.129, 2.818, 1.720], [-4.725, 2.973, -3.529], [-5.078, 1.485, -3.519], [-5.111, 1.008, -4.858], [-4.123, 0.187, -5.227], [-3.275, -0.221, -4.512], [-4.186, -0.076, -6.739], [-5.298, 0.366, -7.280], [-3.181, 0.551, -7.341], [-4.043, -1.361, -6.996], [-5.410, 3.570, -4.131], [-3.715, 3.082, -3.926], [-4.756, 3.433, -2.540], [-6.004, 1.267, -2.990], [-4.301, 0.971, -2.951]], "mulliken_charge": [-0.402, -0.462, 0.317, -0.416, -0.558, -0.450, 0.374, 0.365, 0.035, 0.413, 0.434, 0.411, -0.415, -0.645, -0.011, -0.349, -0.505, -0.412, 0.342, 0.376, 0.465, 0.318, 0.369, 0.379, -0.450, -0.386, -0.540, -0.373, -0.599, 0.149, 0.430, 0.357, 0.357, 0.327, 0.436, 0.289, -1.109, -0.291, -0.229, 0.386, -0.531, 0.859, -0.248, -0.215, -0.247, 0.303, 0.373, 0.299, 0.300, 0.347, -1.002, -0.295, -0.145, 0.292, -0.513, 0.888, -0.216, -0.259, -0.265, 0.266, 0.454, 0.107, 0.324, 0.358, -1.269, -0.249, 0.258, 0.041, -0.527, 0.901, -0.221, -0.241, -0.152, 0.278, 0.198, 0.296, 0.297, 0.453, -0.600, -0.556, -0.175, 0.309, -0.517, 0.880, -0.248, -0.211, -0.249, 0.095, 0.188, 0.421, 0.316, 0.312, -1.013, -0.011, -0.310, 0.462, -0.538, 0.857, -0.248, -0.258, -0.244, 0.369, 0.333, 0.142, 0.333, 0.134]}

---

{"formula": "C38H43F21O28", "method": "ωB97M-V/def2-TZVPD", "energy_ev": -154502.89955, "molar_mass_g_mol": 1346.7, "charge": 0, "lumo_ev": 0.3, "homo_ev": -10.94, "relative_energy_kcal_mol": 0.0, "orbital_gap_ha": 0.4132, "smiles": "O=C1OC[C@@H](F)O1.O=C1OC[C@@H](F)O1.O=C1OC[C@@H](F)O1.O=C1OC[C@@H](F)O1.O=C1OC[C@@H](F)O1.O=C1OC[C@@H](F)O1.CCOC(=O)C(F)(F)F.CCOC(=O)C(F)(F)F.CCOC(=O)C(F)(F)F.CCOC(=O)C(F)(F)F.CCOC(=O)C(F)(F)F", "species": ["C", "C", "O", "C", "O", "O", "F", "H", "H", "H", "C", "C", "O", "C", "O", "O", "F", "H", "H", "H", "C", "C", "O", "C", "O", "O", "F", "H", "H", "H", "C", "C", "O", "C", "O", "O", "F", "H", "H", "H", "C", "C", "O", "C", "O", "O", "F", "H", "H", "H", "C", "C", "O", "C", "O", "O", "F", "H", "H", "H", "C", "C", "O", "C", "O", "C", "F", "F", "F", "H", "H", "H", "H", "H", "C", "C", "O", "C", "O", "C", "F", "F", "F", "H", "H", "H", "H", "H", "C", "C", "O", "C", "O", "C", "F", "F", "F", "H", "H", "H", "H", "H", "C", "C", "O", "C", "O", "C", "F", "F", "F", "H", "H", "H", "H", "H", "C", "C", "O", "C", "O", "C", "F", "F", "F", "H", "H", "H", "H", "H"], "xyz": [[-18.038, -18.554, 6.858], [-18.182, -17.383, 5.900], [-18.876, -18.027, 4.827], [-18.713, -19.343, 4.878], [-19.060, -20.160, 4.013], [-18.124, -19.745, 5.983], [-16.993, -16.921, 5.353], [-18.836, -18.487, 7.595], [-17.103, -18.725, 7.390], [-18.817, -16.522, 6.313], [-23.239, -15.658, 8.510], [-22.579, -14.577, 7.680], [-21.230, -14.848, 7.703], [-20.990, -15.712, 8.767], [-19.855, -15.926, 9.099], [-22.125, -16.104, 9.330], [-22.863, -13.396, 8.404], [-23.589, -16.543, 7.933], [-23.990, -15.181, 9.096], [-22.822, -14.338, 6.659], [-22.425, -16.191, -1.307], [-21.627, -17.481, -1.115], [-22.179, -18.346, -2.071], [-23.337, -17.831, -2.546], [-24.091, -18.402, -3.266], [-23.486, -16.537, -2.109], [-21.873, -17.984, 0.129], [-21.805, -15.444, -1.786], [-22.818, -15.732, -0.462], [-20.555, -17.399, -1.219], [-21.558, -17.974, 3.267], [-21.266, -16.487, 3.537], [-21.217, -16.346, 4.951], [-21.449, -17.557, 5.528], [-21.440, -17.745, 6.715], [-21.730, -18.485, 4.631], [-22.388, -15.757, 3.181], [-20.748, -18.559, 2.774], [-22.475, -18.211, 2.760], [-20.396, -15.932, 3.181], [-25.857, -15.323, 2.462], [-25.514, -16.747, 2.001], [-25.046, -17.360, 3.173], [-24.765, -16.386, 4.058], [-24.188, -16.653, 5.105], [-25.196, -15.207, 3.712], [-24.508, -16.732, 1.081], [-26.944, -15.201, 2.552], [-25.533, -14.509, 1.799], [-26.337, -17.369, 1.604], [-19.485, -22.182, 1.427], [-17.970, -21.939, 1.512], [-17.829, -20.628, 1.039], [-18.992, -20.181, 0.551], [-19.095, -19.019, 0.145], [-19.962, -21.037, 0.774], [-17.353, -22.878, 0.664], [-19.887, -22.279, 2.432], [-19.741, -23.062, 0.804], [-17.562, -21.993, 2.492], [-24.514, -11.011, 7.244], [-25.023, -11.100, 5.809], [-23.904, -11.470, 4.895], [-24.214, -11.818, 3.650], [-25.346, -11.816, 3.170], [-23.001, -12.118, 2.779], [-22.367, -10.998, 2.452], [-22.149, -12.827, 3.504], [-23.370, -12.787, 1.749], [-24.408, -12.004, 7.651], [-25.267, -10.471, 7.782], [-23.533, -10.508, 7.291], [-25.381, -10.181, 5.399], [-25.774, -11.836, 5.615], [-13.178, -11.126, 8.590], [-12.320, -10.277, 7.689], [-11.614, -11.037, 6.695], [-10.410, -11.481, 7.041], [-9.863, -11.454, 8.076], [-9.694, -12.042, 5.720], [-8.389, -12.096, 5.925], [-10.103, -13.301, 5.549], [-10.036, -11.416, 4.630], [-12.685, -11.827, 9.281], [-13.836, -11.744, 7.966], [-13.876, -10.588, 9.260], [-11.561, -9.832, 8.318], [-12.958, -9.573, 7.120], [-12.463, -11.778, 1.276], [-13.299, -12.163, 2.460], [-13.543, -13.636, 2.235], [-14.476, -14.238, 2.843], [-15.172, -13.857, 3.742], [-14.712, -15.712, 2.244], [-13.731, -16.506, 2.584], [-15.833, -16.186, 2.687], [-14.820, -15.574, 0.903], [-12.763, -10.777, 0.913], [-12.587, -12.470, 0.469], [-11.428, -11.827, 1.545], [-14.360, -11.756, 2.517], [-12.769, -12.064, 3.370], [-18.408, -9.491, 7.906], [-17.120, -8.748, 7.577], [-16.807, -8.994, 6.117], [-15.710, -8.718, 5.474], [-14.757, -8.108, 5.848], [-15.862, -9.224, 3.989], [-16.123, -10.546, 3.821], [-16.887, -8.582, 3.399], [-14.749, -8.972, 3.280], [-19.302, -9.007, 7.407], [-18.596, -9.442, 9.011], [-18.308, -10.500, 7.649], [-16.247, -9.095, 8.198], [-17.184, -7.666, 7.756], [-16.182, -13.145, 6.891], [-17.103, -13.998, 6.109], [-17.697, -13.134, 5.106], [-18.425, -13.737, 4.209], [-18.832, -14.909, 4.284], [-18.637, -12.817, 2.944], [-17.502, -12.657, 2.325], [-19.588, -13.286, 2.147], [-19.014, -11.623, 3.375], [-16.723, -12.426, 7.446], [-15.534, -12.647, 6.156], [-15.543, -13.748, 7.544], [-17.880, -14.408, 6.741], [-16.619, -14.802, 5.584]], "mulliken_charge": [-0.618, 1.029, 0.044, 0.429, -0.588, -0.378, -0.238, 0.230, 0.418, -0.427, -0.351, 0.610, -0.223, 0.599, -0.580, -0.393, -0.379, 0.171, 0.430, 0.126, -0.177, 0.419, -0.351, 0.588, -0.521, -0.347, -0.257, 0.285, 0.048, 0.356, 0.270, -0.084, 0.668, -0.087, -0.619, -0.371, -0.126, -0.355, 0.372, 0.326, -0.431, 0.233, -0.283, 0.479, -0.537, -0.144, -0.204, 0.347, 0.199, 0.279, -0.274, 0.349, -0.328, 0.772, -0.549, -0.304, -0.350, 0.175, 0.310, 0.256, -0.879, -0.418, -0.192, 0.368, -0.623, 0.960, -0.267, -0.266, -0.218, 0.103, 0.426, 0.243, 0.372, 0.380, -0.865, -0.150, -0.231, 0.311, -0.494, 0.882, -0.247, -0.278, -0.223, 0.374, 0.023, 0.379, 0.366, 0.193, -1.344, 0.544, -0.373, 0.318, -0.550, 0.877, -0.269, -0.120, -0.280, 0.341, 0.377, 0.345, -0.125, 0.130, -0.823, -0.085, -0.222, 0.268, -0.597, 1.069, -0.228, -0.265, -0.256, 0.298, 0.373, 0.066, 0.119, 0.352, -1.460, 0.316, 0.066, 0.187, -0.131, 0.567, -0.213, -0.207, -0.270, 0.268, 0.175, 0.434, 0.200, 0.156]}